9
Properties=species:S:1:pos:R:3 method="wB97M-V/def2-TZVPD" lumo_ev=-0.78 e_above_lowest_kj_mol=354.1 charge=0 homo_lumo_gap_ev=8.162 spin_multiplicity=1
S 1.146 -0.018 -2.352
N -0.235 -0.460 0.029
N 0.143 0.969 1.815
C -0.235 -0.338 -1.497
C 0.702 0.142 0.734
H -1.060 -0.812 -2.014
H -1.201 -0.757 0.640
H 1.807 0.315 0.678
H -1.066 0.959 1.966